# 1
A molecular structure, C5H5O3V, computed with the ωB97M-V functional and the def2-TZVPD basis.

orbital gap (alpha / beta)	0.2573 / 0.2731	hartree
LUMO energy (alpha / beta)	-5.42 / -5.09	eV
spin multiplicity	4
net charge	+1

Cartesian coordinates (Å):
O1 -1.230 1.619 -0.383
C1 -1.695 0.437 -0.384
O2 -1.588 -0.275 0.767
V1 0.659 1.774 -0.093
H1 -2.589 0.233 -0.996
O3 2.996 -0.463 0.499
C2 1.963 -0.082 -0.254
C3 0.916 -0.674 -0.688
C4 -0.347 -1.197 -0.877
C5 -1.154 -1.596 0.353
H2 3.821 -0.370 0.011
H3 -0.580 -1.673 -1.833
H4 -2.028 -2.207 0.089
H5 -0.601 -2.040 1.188

Atom charges from the Mulliken analysis, given in e for atoms 1 to 5: number 1, O, carries -0.691; number 2, C, carries 0.429; number 3, O, carries -0.273; number 4, V, carries 0.867; number 5, H, carries 0.386

# 2
H3NOS2 in the gas phase, computed with the ωB97M-V functional and the def2-TZVPD basis.

orbital gap	0.3700	hartree
SMILES	N[S@H](=O)=S
LUMO energy	0.42	eV
relative energy (zero: lowest compared OMol25 entry of this formula, charge and spin)	26.1	kcal/mol
spin multiplicity	1

Cartesian coordinates (Å):
N1 -0.303 0.838 0.494
S1 0.323 -0.423 -0.342
O1 0.156 -0.047 -1.738
S2 -0.318 -2.059 0.302
H1 -1.084 0.923 -0.200
H2 -0.398 0.881 1.455
H3 1.624 -0.112 0.028

Atom charges from the Mulliken analysis, given in e for atoms 1 to 5: number 1, N, carries -0.448; number 2, S, carries 0.563; number 3, O, carries -0.546; number 4, S, carries -0.278; number 5, H, carries 0.276

# 3
A molecular structure, C52H36InN14O3S, computed with the ωB97M-V functional and the def2-TZVPD basis.

orbital gap (alpha / beta)	0.1961 / 0.1961	hartree
LUMO energy (alpha / beta)	1.04 / 1.04	eV
relative energy (zero: lowest compared OMol25 entry of this formula, charge and spin)	32.3	kcal/mol
spin multiplicity	1
net charge	-1

Cartesian coordinates (Å):
In1 -0.084 -0.213 -0.401
C1 -6.758 -1.716 -1.031
C2 -6.675 -0.955 -2.165
C3 -5.407 -0.446 -2.512
C4 -4.333 -0.778 -1.750
C5 -2.912 -0.387 -1.939
N1 -2.456 0.231 -2.986
C6 -1.116 0.190 -3.345
C7 -0.590 0.555 -4.619
C8 -1.101 1.085 -5.796
C9 -0.265 1.431 -6.852
C10 1.098 1.329 -6.693
C11 1.640 0.734 -5.627
C12 0.756 0.241 -4.558
C13 0.995 -0.252 -3.270
N2 2.025 -0.762 -2.465
C14 2.753 -1.865 -1.043
N3 1.826 -2.925 -0.805
C15 2.141 -3.477 0.329
N4 1.493 -4.389 1.109
C16 0.170 -4.267 1.185
N5 -0.538 -3.365 0.482
C17 -1.756 -3.333 1.117
N6 -2.787 -2.641 0.834
C18 -2.989 -1.722 -0.107
N7 -2.207 -0.970 -0.864
C19 -4.398 -1.563 -0.619
C20 -5.653 -1.978 -0.210
C21 -1.857 -4.370 2.189
C22 -2.898 -4.870 2.968
C23 -2.716 -6.049 3.673
C24 -1.494 -6.705 3.635
C25 -0.405 -6.210 2.935
C26 -0.638 -5.039 2.188
C27 3.462 -2.917 0.861
C28 4.233 -3.282 1.929
C29 5.291 -2.471 2.224
C30 5.663 -1.379 1.416
C31 4.902 -1.073 0.321
C32 3.803 -1.867 0.054
N8 -0.144 -0.281 -2.564
H1 -7.731 -2.061 -0.611
H2 -7.527 -0.693 -2.854
H3 -5.227 0.219 -3.317
H4 -2.219 1.306 -5.845
H5 -0.559 1.835 -7.789
H6 1.811 1.792 -7.296
H7 2.712 0.532 -5.484
H8 -5.747 -2.560 0.702
H9 -3.859 -4.348 2.906
H10 -3.547 -6.460 4.245
H11 -1.452 -7.619 4.157
H12 0.541 -6.663 3.001
H13 4.038 -4.190 2.520
H14 5.870 -2.573 3.128
H15 6.535 -0.711 1.713
H16 5.177 -0.258 -0.366
C33 2.486 -3.424 -4.422
C34 3.451 -2.515 -3.644
C35 2.917 -1.770 -2.532
N9 2.019 -0.601 -1.111
H17 3.068 -3.848 -5.288
H18 1.731 -2.838 -4.920
H19 2.073 -4.205 -3.764
H20 3.934 -1.755 -4.297
H21 4.257 -3.153 -3.195
O1 -1.343 -1.092 3.543
C36 -0.688 -0.916 2.543
N10 -0.026 -0.639 1.590
N11 0.911 0.435 4.172
C37 1.920 -0.324 3.790
N12 1.908 -1.668 4.053
S1 3.263 0.393 3.026
H22 0.017 -0.025 4.409
H23 0.938 1.425 4.054
H24 1.013 -2.220 4.172
H25 2.668 -2.165 3.630
O2 0.820 2.420 -2.194
C38 0.334 2.721 -1.146
N13 0.165 4.005 -0.722
C39 -0.211 4.071 0.682
C40 -0.540 2.551 0.901
O3 -1.067 2.143 1.924
N14 -0.160 1.859 -0.188
C41 -1.437 4.922 0.945
C42 -1.745 5.150 2.269
C43 -2.855 5.910 2.650
C44 -3.707 6.357 1.643
C45 -3.476 6.050 0.339
C46 -2.353 5.341 -0.001
C47 0.987 4.447 1.489
C48 1.231 5.836 1.560
C49 2.364 6.258 2.232
C50 3.316 5.384 2.755
C51 3.020 4.004 2.700
C52 1.892 3.572 2.047
H26 0.704 4.729 -1.090
H27 -1.099 4.635 2.970
H28 -3.034 5.991 3.740
H29 -4.583 6.899 1.910
H30 -4.237 6.413 -0.353
H31 -2.179 5.031 -1.069
H32 0.450 6.428 1.190
H33 2.444 7.399 2.409
H34 4.233 5.755 3.211
H35 3.651 3.307 3.218
H36 1.662 2.493 2.130

Atom charges from the Mulliken analysis, given in e for atoms 1 to 5: number 1, In, carries 1.619; number 2, C, carries -0.546; number 3, C, carries -0.636; number 4, C, carries -0.113; number 5, C, carries 0.055

# 4
2 unconnected molecules or ions with the total composition C3H11N3, computed with the ωB97M-V functional and the def2-TZVPD basis.

orbital gap (alpha / beta)	0.3124 / 0.1294	hartree
LUMO energy (alpha / beta)	-3.48 / -8.45	eV
relative energy (zero: lowest compared OMol25 entry of this formula, charge and spin)	24.7	kcal/mol
spin multiplicity	2
net charge	+1

Cartesian coordinates (Å):
C1 -1.106 1.493 0.932
N1 -1.736 0.381 0.248
C2 -2.610 0.702 -0.828
H1 -0.156 1.743 0.442
H2 -1.694 2.394 0.833
H3 -0.826 1.268 1.955
H4 -2.138 -0.314 0.875
H5 -3.283 1.540 -0.575
H6 -3.091 -0.176 -1.238
H7 -2.090 1.251 -1.634
N2 1.843 -1.938 0.263
C3 3.043 -1.519 -0.200
N3 3.157 -0.378 -0.736
H8 1.587 -2.907 0.386
H9 1.098 -1.269 0.322
H10 3.896 -2.185 -0.066
H11 4.105 -0.085 -0.979

Atom charges from the Mulliken analysis, given in e for atoms 1 to 5: number 1, C, carries -0.771; number 2, N, carries 0.045; number 3, C, carries -0.756; number 4, H, carries 0.360; number 5, H, carries 0.329

# 5
A molecular structure, CH3IN2, computed with the ωB97M-V functional and the def2-TZVPD basis.

orbital gap	0.3478	hartree
LUMO energy	0.15	eV
relative energy (zero: lowest compared OMol25 entry of this formula, charge and spin)	16.5	kcal/mol
spin multiplicity	1

Cartesian coordinates (Å):
C1 -0.260 -0.062 0.164
N1 -1.606 0.258 0.495
N2 -2.103 -0.577 1.342
I1 -3.980 -0.285 1.784
H1 -0.067 -1.126 0.098
H2 0.172 0.396 1.010
H3 0.049 0.373 -0.716

Atom charges from the Mulliken analysis, given in e for atoms 1 to 5: number 1, C, carries -0.537; number 2, N, carries -0.127; number 3, N, carries -0.280; number 4, I, carries 0.133; number 5, H, carries 0.275

# 6
C4H4N2O in the gas phase, computed with the ωB97M-V functional and the def2-TZVPD basis.

orbital gap	0.3530	hartree
LUMO energy	0.62	eV
relative energy (zero: lowest compared OMol25 entry of this formula, charge and spin)	26.6	kcal/mol
spin multiplicity	1

Cartesian coordinates (Å):
O1 0.250 1.602 2.004
C1 0.227 0.864 1.041
C2 -0.808 0.885 -0.001
C3 -0.861 -0.097 -0.918
N1 0.106 -1.075 -0.955
C4 1.186 -1.148 -0.155
N2 1.199 -0.162 0.777
H1 -1.565 1.662 0.023
H2 -1.635 -0.182 -1.673
H3 0.026 -1.853 -1.587
H4 1.875 -0.497 1.445

Atom charges from the Mulliken analysis, given in e for atoms 1 to 5: number 1, O, carries -0.575; number 2, C, carries 0.390; number 3, C, carries -0.429; number 4, C, carries -0.176; number 5, N, carries 0.010

Result set for E_tot: -37083.59586; -25254.75993; -97523.96687; -7750.31594; -12163.95676; -9239.33226 eV, one per record in the order listed.
Result set for max |F|: 2.5; 4.6; 3.9; 2.8; 5.3; 1.5 eV/Å, one per record in the order listed.